1.
A single CH4NOPS molecule in a non-equilibrium geometry. Source: the Open Molecules 2025 dataset; level of theory: wB97M-V/def2-TZVPD.

Element x y z (Å)
C: -0.229 0.271 1.112
N: 0.114 -0.512 -1.475
O: -0.946 1.048 0.214
P: 0.760 -1.214 -0.055
S: -0.226 1.139 -1.371
H: 0.431 0.877 1.738
H: -0.956 -0.222 1.643
H: -0.650 -1.234 -1.773
H: 1.701 -0.152 -0.033

Forces on atoms 1 to 3 (eV/Å):
1.47 -0.50 -1.71
-1.97 -2.00 -1.05
0.11 0.66 -1.62

Summary:
SMILES: C1OSNP1
HOMO: -8.81 eV
multiplicity: 1
relative energy (zero: lowest compared OMol25 entry of this formula, charge and spin): 116.7 kJ/mol
calculated total energy: -24761.28606 eV
frontier orbital gap: 9.351 eV
charge: 0

2.
A 2-piece molecular cluster, CH4NOS2 overall in a non-equilibrium geometry. Source: the Open Molecules 2025 dataset; level of theory: wB97M-V/def2-TZVPD.

Element x y z (Å)
C: 2.640 0.731 0.262
N: 0.060 -0.432 -0.196
O: 2.306 0.690 -0.850
S: 2.260 0.134 1.834
S: 3.865 1.380 1.396
H: 0.292 -1.367 0.231
H: -0.684 0.139 0.295
H: 0.956 0.007 -0.532
H: -0.459 -0.759 -1.007

Forces on atoms 1 to 3 (eV/Å):
2.52 0.74 3.90
-1.91 -1.81 0.11
-0.82 0.03 -2.78

Summary:
HOMO: -13.26 eV
multiplicity: 1
relative energy (zero: lowest compared OMol25 entry of this formula, charge and spin): 70.4 kJ/mol
calculated total energy: -26301.84058 eV
frontier orbital gap: 8.547 eV
charge: +1

3.
A 2-piece molecular cluster, CH4NS overall in a non-equilibrium geometry. Source: the Open Molecules 2025 dataset; level of theory: wB97M-V/def2-TZVPD.

Element x y z (Å)
S: 1.476 0.519 0.715
H: 2.719 0.780 1.156
C: -1.008 0.077 -0.263
N: -0.961 -1.077 -0.775
H: -0.831 0.987 -0.871
H: -1.342 0.241 0.781
H: -0.053 -1.527 -0.742

Forces on atoms 1 to 3 (eV/Å):
0.53 0.03 0.20
-0.02 0.08 0.02
-1.28 -0.39 -0.76

Summary:
HOMO (spin up / spin down): -8.20 / -8.15 eV
multiplicity: 2
relative energy (zero: lowest compared OMol25 entry of this formula, charge and spin): 202.8 kJ/mol
calculated total energy: -13422.58770 eV
frontier orbital gap (spin up / spin down): 8.215 / 5.275 eV
charge: 0

4.
CH4O2S as an isolated structure in a non-equilibrium geometry. Source: the Open Molecules 2025 dataset; level of theory: wB97M-V/def2-TZVPD.

Element x y z (Å)
C: -1.140 0.468 0.023
O: 1.940 -0.986 0.450
O: 1.255 0.085 -0.711
S: 0.468 1.306 -0.163
H: -1.374 -0.101 -0.786
H: -1.783 1.246 0.402
H: -1.177 -0.286 0.818
H: 1.810 -1.734 -0.033

Forces on atoms 1 to 3 (eV/Å):
1.21 1.30 3.35
-0.27 5.09 1.54
1.78 -1.57 0.11

Summary:
HOMO (spin up / spin down): -9.30 / -9.38 eV
multiplicity: 1
relative energy (zero: lowest compared OMol25 entry of this formula, charge and spin): 417.2 kJ/mol
calculated total energy: -16027.75179 eV
frontier orbital gap (spin up / spin down): 8.734 / 8.661 eV
charge: 0

5.
A single CH4O2SSi molecule in a non-equilibrium geometry. Source: the Open Molecules 2025 dataset; level of theory: wB97M-V/def2-TZVPD.

Element x y z (Å)
C: 1.443 -0.934 0.367
O: -2.780 -0.149 -1.106
O: -1.085 0.529 0.528
Si: 0.481 0.594 -0.142
S: -2.400 -0.130 0.294
H: 1.940 -0.783 1.406
H: 0.540 1.954 0.266
H: 1.717 -1.849 -0.009
H: 0.142 0.768 -1.606

Forces on atoms 1 to 3 (eV/Å):
0.48 3.68 3.32
-0.03 0.09 -1.22
3.48 1.41 0.87

Summary:
HOMO (spin up / spin down): -10.25 / -7.58 eV
multiplicity: 1
relative energy (zero: lowest compared OMol25 entry of this formula, charge and spin): 160.8 kJ/mol
calculated total energy: -23906.68580 eV
frontier orbital gap (spin up / spin down): 10.333 / 5.855 eV
charge: 0

6.
A single CH4O3S molecule in a non-equilibrium geometry. Source: the Open Molecules 2025 dataset; level of theory: wB97M-V/def2-TZVPD.

Element x y z (Å)
C: 1.115 -0.821 -0.048
O: 0.087 1.168 1.431
O: -2.390 0.842 -0.572
O: -0.855 0.284 -0.636
S: -0.281 -0.086 0.893
H: 1.059 -0.650 -1.058
H: 1.167 -1.982 -0.078
H: 2.186 -0.377 0.218
H: -2.088 1.622 -0.150

Forces on atoms 1 to 3 (eV/Å):
3.17 -1.66 1.97
1.05 2.31 1.55
3.16 -2.68 -0.27

Summary:
HOMO: -10.26 eV
multiplicity: 1
relative energy (zero: lowest compared OMol25 entry of this formula, charge and spin): 488.9 kJ/mol
calculated total energy: -18074.78024 eV
frontier orbital gap: 9.938 eV
charge: 0

7.
A 2-piece molecular cluster, CH4O3S overall in a non-equilibrium geometry. Source: the Open Molecules 2025 dataset; level of theory: wB97M-V/def2-TZVPD.

Element x y z (Å)
C: -1.906 0.624 -1.624
O: 0.443 -0.624 -1.843
O: 1.874 0.063 2.807
O: 2.070 -0.483 1.493
S: -0.971 -0.525 -2.255
H: -1.524 1.396 -1.024
H: 1.296 -0.145 0.959
H: -2.919 0.368 -1.853
H: 1.637 -0.673 3.341

Forces on atoms 1 to 3 (eV/Å):
1.14 -1.74 -0.89
-0.66 0.67 -0.11
0.24 1.57 -1.07

Summary:
HOMO: -10.33 eV
multiplicity: 1
relative energy (zero: lowest compared OMol25 entry of this formula, charge and spin): 473.4 kJ/mol
calculated total energy: -18074.94062 eV
frontier orbital gap: 9.940 eV
charge: 0

8.
A 2-piece molecular cluster, CH4O3S overall in a non-equilibrium geometry. Source: the Open Molecules 2025 dataset; level of theory: wB97M-V/def2-TZVPD.

Element x y z (Å)
C: 1.648 0.349 0.366
O: 1.650 -0.711 -0.353
O: 0.698 0.910 0.824
O: -0.890 -0.864 -0.749
S: -1.498 0.352 -0.109
H: 2.661 0.756 0.575
H: 0.673 -0.953 -0.637
H: -2.761 0.265 -0.959
H: -2.182 -0.103 1.043

Forces on atoms 1 to 3 (eV/Å):
2.01 0.51 0.43
-0.61 -1.34 -1.34
-1.33 0.79 0.90

Summary:
HOMO: -10.01 eV
multiplicity: 1
relative energy (zero: lowest compared OMol25 entry of this formula, charge and spin): 207.2 kJ/mol
calculated total energy: -18077.69933 eV
frontier orbital gap: 10.402 eV
charge: 0

Q: Which formula does entry 7 have?
A: CH4O3S

Q: Which value of multiplicity does entry 1 give?
A: 1